{
  "formula": "C2H2N4O2",
  "method": "ωB97M-V with the def2-TZVPD basis set",
  "total_charge": 0,
  "gap_ev": 9.17,
  "smiles": "Nc1nnoc(=O)n1",
  "homo_energy_ev": -10.34,
  "e_lumo_ev": -1.17,
  "de_lowest_kj_mol": 423.8,
  "species": ["N", "C", "N", "N", "O", "C", "O", "N", "H", "H"],
  "positions_angstrom": [[-1.898, -0.539, 0.257], [-0.530, -0.144, -0.012], [-0.367, 1.285, -0.115], [0.772, 1.727, -0.093], [1.902, 1.022, 0.329], [1.728, -0.338, 0.053], [2.791, -0.925, -0.065], [0.512, -0.868, -0.015], [-2.202, -1.480, -0.214], [-2.707, 0.259, -0.124]]
}


{
  "formula": "C2H6NOS",
  "method": "ωB97M-V with the def2-TZVPD basis set",
  "total_charge": -1,
  "gap_ev": 7.53,
  "homo_energy_ev": -3.34,
  "e_lumo_ev": 4.19,
  "de_lowest_kj_mol": 30.8,
  "species": ["S", "H", "C", "C", "N", "O", "H", "H", "H", "H", "H"],
  "positions_angstrom": [[-1.882, -0.777, -1.072], [-3.100, -1.123, -0.669], [1.006, 0.816, -0.818], [1.169, 0.446, 0.659], [0.217, -0.401, 1.158], [2.043, 0.877, 1.423], [0.168, 0.264, -1.231], [1.843, 0.758, -1.514], [0.695, 1.872, -0.760], [0.241, -0.422, 2.191], [-0.640, -0.700, 0.596]]
}


{
  "formula": "C4H8O3",
  "method": "ωB97M-V with the def2-TZVPD basis set",
  "total_charge": 0,
  "gap_ev": 11.26,
  "smiles": "COC(=O)CCO",
  "homo_energy_ev": -10.41,
  "e_lumo_ev": 0.85,
  "de_lowest_kj_mol": 100.6,
  "species": ["C", "O", "C", "O", "C", "C", "O", "H", "H", "H", "H", "H", "H", "H", "H"],
  "positions_angstrom": [[-2.847, 0.125, -0.118], [-1.593, 0.132, 0.567], [-0.528, 0.013, -0.244], [-0.591, 0.186, -1.440], [0.725, -0.396, 0.493], [1.987, 0.147, -0.165], [2.951, 0.368, 0.849], [-3.022, -0.885, -0.504], [-3.601, 0.382, 0.624], [-2.853, 0.824, -0.957], [0.674, -0.077, 1.538], [0.773, -1.495, 0.480], [2.361, -0.574, -0.903], [1.740, 1.068, -0.705], [3.822, 0.183, 0.485]]
}


{
  "formula": "C4H7NO",
  "method": "ωB97M-V with the def2-TZVPD basis set",
  "total_charge": 0,
  "gap_ev": 9.53,
  "smiles": "N=C=CCC=O.[H][H]",
  "homo_energy_ev": -8.48,
  "e_lumo_ev": 1.05,
  "de_lowest_kj_mol": 341.5,
  "species": ["N", "C", "C", "C", "C", "O", "H", "H", "H", "H", "H", "H", "H"],
  "positions_angstrom": [[-1.959, 1.025, 1.389], [-1.069, 0.901, 0.557], [-0.310, 0.909, -0.526], [0.210, -0.348, -1.160], [0.241, -1.426, -0.102], [-0.308, -1.279, 0.966], [-1.781, 0.871, 2.377], [-0.179, 1.883, -0.979], [1.180, -0.230, -1.675], [-0.488, -0.742, -1.915], [0.730, -2.389, -0.320], [1.666, 0.687, 0.686], [2.193, 0.179, 0.799]]
}


{
  "formula": "C4H7NO2",
  "method": "ωB97M-V with the def2-TZVPD basis set",
  "total_charge": 0,
  "gap_ev": 9.61,
  "smiles": "O=C1C=NC[C@@H]1O.[H][H]",
  "homo_energy_ev": -9.93,
  "e_lumo_ev": -0.31,
  "de_lowest_kj_mol": 318.0,
  "species": ["O", "C", "C", "N", "C", "C", "O", "H", "H", "H", "H", "H", "H", "H"],
  "positions_angstrom": [[0.339, -2.164, -0.118], [0.031, -1.042, 0.206], [-1.312, -0.366, 0.261], [-1.226, 0.907, 0.299], [0.188, 1.282, 0.139], [0.964, 0.064, 0.641], [2.263, -0.067, 0.169], [-2.255, -0.909, 0.229], [0.392, 2.214, 0.665], [0.427, 1.433, -0.929], [0.904, 0.077, 1.745], [2.447, -1.019, 0.136], [-1.628, 0.131, -1.565], [-1.534, -0.542, -1.877]]
}


{
  "formula": "CH2OS3",
  "method": "ωB97M-V with the def2-TZVPD basis set",
  "total_charge": 0,
  "gap_ev": 9.00,
  "homo_energy_ev": -9.40,
  "e_lumo_ev": -0.40,
  "de_lowest_kj_mol": 185.3,
  "species": ["C", "O", "S", "S", "S", "H", "H"],
  "positions_angstrom": [[0.839, 0.082, 0.324], [-0.970, -0.242, -1.637], [-2.097, -0.943, 0.861], [-0.043, 1.642, 0.470], [-0.831, -0.172, -0.227], [1.653, 0.018, -0.846], [1.448, -0.386, 1.055]]
}


{
  "formula": "C5H17N2OPt",
  "method": "ωB97M-V with the def2-TZVPD basis set",
  "total_charge": 1,
  "gap_ev": [5.92, 6.79],
  "homo_energy_ev": [-8.62, -13.62],
  "multiplicity": 5,
  "e_lumo_ev": [-2.70, -6.83],
  "de_lowest_kj_mol": 0.0,
  "species": ["C", "Pt", "N", "H", "H", "H", "H", "H", "H", "H", "H", "C", "N", "C", "C", "C", "O", "H", "H", "H", "H", "H", "H", "H", "H", "H"],
  "positions_angstrom": [[-0.982, -2.172, -3.596], [-0.605, -0.860, -1.449], [-1.281, 0.945, -2.285], [-0.007, -2.291, -1.056], [-1.368, -1.921, -2.529], [-0.882, -3.263, -3.618], [-0.046, -1.712, -3.905], [-1.782, -1.845, -4.264], [-0.562, 1.659, -2.132], [-2.144, 1.316, -1.865], [-1.457, 0.933, -3.294], [1.388, 0.895, 3.259], [0.463, 0.946, 2.138], [-0.639, 1.891, 2.244], [0.590, 0.180, 1.054], [1.655, -0.835, 0.934], [-0.296, 0.393, 0.123], [1.066, 1.639, 3.990], [2.416, 1.134, 2.951], [1.402, -0.089, 3.751], [-0.613, 2.611, 1.413], [-1.606, 1.366, 2.251], [-0.509, 2.417, 3.192], [1.235, -1.849, 0.993], [2.172, -0.770, -0.035], [2.393, -0.718, 1.736]]
}


{
  "formula": "C56H45F2GeOP3V",
  "method": "ωB97M-V with the def2-TZVPD basis set",
  "total_charge": 1,
  "gap_ev": [7.23, 7.34],
  "homo_energy_ev": [-10.29, -10.32],
  "multiplicity": 3,
  "e_lumo_ev": [-3.06, -2.98],
  "species": ["V", "F", "Ge", "C", "C", "C", "C", "C", "C", "P", "C", "C", "C", "C", "C", "C", "C", "C", "C", "C", "C", "C", "C", "C", "C", "C", "C", "C", "P", "C", "C", "C", "C", "C", "C", "C", "C", "C", "C", "C", "C", "C", "C", "C", "C", "C", "C", "P", "C", "C", "C", "C", "C", "C", "C", "C", "C", "C", "C", "C", "H", "H", "H", "H", "H", "H", "H", "H", "H", "H", "H", "H", "H", "H", "H", "H", "H", "H", "H", "H", "H", "H", "H", "H", "H", "H", "H", "H", "H", "H", "H", "H", "H", "H", "H", "H", "H", "H", "H", "H", "H", "H", "F", "C", "C", "O", "H", "H", "H"],
  "positions_angstrom": [[0.755, 0.267, -1.202], [-3.408, -1.719, 0.538], [-2.093, -0.619, 0.315], [-3.086, 1.107, 0.077], [-4.395, 1.104, 0.562], [-5.290, 2.089, 0.254], [-4.854, 3.296, -0.312], [-3.524, 3.411, -0.667], [-2.649, 2.318, -0.477], [-0.893, 2.409, -0.850], [-0.222, 3.382, 0.519], [1.129, 3.829, 0.421], [1.535, 4.831, 1.218], [0.670, 5.404, 2.206], [-0.556, 4.862, 2.409], [-0.997, 3.905, 1.528], [-0.776, 3.626, -2.168], [-0.578, 4.987, -1.897], [-0.664, 5.867, -2.961], [-0.844, 5.350, -4.294], [-0.940, 3.992, -4.518], [-0.907, 3.094, -3.448], [-1.355, -0.644, 2.067], [-2.292, -1.135, 3.014], [-1.949, -1.211, 4.353], [-0.722, -0.743, 4.745], [0.176, -0.250, 3.887], [-0.091, -0.217, 2.524], [1.228, 0.167, 1.388], [2.334, -1.352, 1.602], [3.535, -1.256, 0.869], [4.507, -2.209, 1.042], [4.262, -3.251, 1.908], [3.117, -3.391, 2.659], [2.150, -2.424, 2.484], [2.125, 1.438, 2.265], [3.429, 1.742, 1.812], [4.262, 2.637, 2.543], [3.658, 3.331, 3.554], [2.357, 3.126, 3.899], [1.555, 2.219, 3.307], [-1.394, -0.985, -1.546], [-1.956, -0.325, -2.656], [-1.718, -0.691, -3.973], [-0.850, -1.701, -4.296], [-0.278, -2.426, -3.217], [-0.489, -2.037, -1.913], [0.011, -3.035, -0.503], [-1.580, -3.973, -0.234], [-2.590, -4.171, -1.246], [-3.731, -4.860, -1.002], [-3.931, -5.441, 0.282], [-2.962, -5.269, 1.290], [-1.791, -4.557, 1.039], [0.987, -4.504, -1.144], [2.138, -4.174, -1.835], [2.880, -5.223, -2.368], [2.703, -6.501, -1.982], [1.553, -6.851, -1.263], [0.635, -5.817, -0.890], [-4.813, 0.194, 1.048], [-6.346, 1.942, 0.468], [-5.537, 4.084, -0.552], [-3.124, 4.345, -1.060], [1.666, 3.333, -0.407], [2.554, 5.163, 1.050], [1.163, 6.187, 2.858], [-1.266, 5.177, 3.112], [-2.056, 3.652, 1.567], [-0.396, 5.381, -0.885], [-0.617, 6.941, -2.766], [-0.792, 6.017, -5.200], [-0.994, 3.624, -5.553], [-1.009, 2.050, -3.610], [-3.245, -1.575, 2.684], [-2.626, -1.601, 5.071], [-0.406, -0.978, 5.803], [1.159, 0.099, 4.163], [3.766, -0.453, 0.150], [5.444, -2.062, 0.503], [5.004, -4.004, 1.965], [2.937, -4.201, 3.366], [1.250, -2.529, 3.110], [3.867, 1.225, 0.954], [5.266, 2.832, 2.255], [4.199, 4.085, 4.174], [1.953, 3.775, 4.639], [0.553, 1.986, 3.672], [-2.648, 0.530, -2.429], [-2.262, -0.274, -4.734], [-0.595, -1.991, -5.303], [0.253, -3.373, -3.428], [-2.391, -3.758, -2.232], [-4.383, -5.021, -1.780], [-4.778, -6.001, 0.538], [-3.071, -5.814, 2.246], [-1.038, -4.408, 1.867], [2.457, -3.132, -1.851], [3.683, -4.962, -3.014], [3.449, -7.208, -2.309], [1.328, -7.835, -0.871], [-0.300, -6.072, -0.419], [2.239, -0.784, -1.363], [2.485, 2.797, -2.816], [1.543, 1.713, -2.343], [1.043, 0.915, -3.166], [2.785, 2.537, -3.850], [3.362, 2.843, -2.185], [1.952, 3.781, -2.857]]
}


| no. | largest force on an atom (eV Å⁻¹) |
| --- | --- |
| 1 | 5.1 |
| 2 | 1.2 |
| 3 | 0.5 |
| 4 | 1.0 |
| 5 | 1.5 |
| 6 | 5.9 |
| 7 | 6.4 |
| 8 | 3.9 |